Molecular formula: C13H39O7Y
Method: DFT, wB97M-V/def2-TZVPD

The geometry in XYZ format:
```
60
Properties=species:S:1:pos:R:3:lowdin_charge:R:1
Y 22.60 -0.27 9.35 1.19
C 27.36 2.17 5.69 -0.08
O 26.15 1.99 6.41 0.05
H 27.42 3.18 5.29 0.13
H 28.21 2.06 6.37 0.14
H 27.50 1.48 4.86 0.09
C 26.35 9.50 2.80 -0.09
C 25.31 10.67 2.75 -0.25
O 24.47 10.54 1.56 -0.05
H 27.09 9.60 3.59 0.07
H 26.95 9.43 1.89 0.07
H 25.94 8.50 2.95 0.06
H 25.84 11.62 2.74 0.11
H 24.74 10.58 3.67 0.10
H 23.59 10.27 1.85 0.08
C 20.53 -2.79 2.88 -0.08
C 21.08 -1.43 3.36 -0.33
O 20.58 -1.18 4.65 -0.11
H 20.83 -3.64 3.50 0.07
H 20.83 -3.09 1.88 0.07
H 19.45 -2.73 2.76 0.07
H 20.77 -0.66 2.65 0.11
H 22.17 -1.37 3.43 0.11
H 19.63 -1.13 4.51 0.08
C 27.82 -1.64 13.16 -0.07
C 27.74 -0.41 12.19 -0.32
O 26.45 0.10 12.30 -0.12
H 26.96 -2.29 13.04 0.07
H 27.79 -1.35 14.21 0.07
H 28.73 -2.22 12.98 0.07
H 27.83 -0.80 11.18 0.10
H 28.54 0.32 12.35 0.11
H 26.43 0.57 13.14 0.09
C 34.73 1.13 3.66 -0.09
C 35.77 1.55 2.62 -0.30
O 36.29 0.36 2.06 -0.02
H 34.29 1.94 4.24 0.07
H 35.20 0.45 4.36 0.08
H 33.89 0.66 3.14 0.07
H 36.49 2.22 3.08 0.12
H 35.16 2.04 1.86 0.11
H 37.21 0.27 2.33 0.10
C 31.07 3.50 -2.18 -0.05
C 30.14 3.12 -0.93 -0.26
O 29.24 2.08 -1.30 -0.04
H 30.52 3.82 -3.07 0.07
H 31.60 2.59 -2.46 0.07
H 31.72 4.34 -1.94 0.07
H 29.51 3.93 -0.54 0.11
H 30.78 2.80 -0.11 0.10
H 29.63 1.23 -1.09 0.09
C 25.35 8.93 11.59 -0.07
C 24.94 7.74 10.67 -0.30
O 25.94 7.65 9.65 -0.07
H 24.60 9.11 12.37 0.07
H 25.37 9.84 10.99 0.08
H 26.25 8.64 12.14 0.08
H 23.94 7.84 10.26 0.11
H 24.98 6.79 11.20 0.10
H 25.66 6.87 9.17 0.07
```

Values from the calculation:
E_tot, a.u.: -1082.602009
Charge: +2
Highest occupied orbital energy, eV: -13.2776
Multiplicity: 1
Relative energy (zero: lowest compared OMol25 entry of this formula, charge and spin), kcal/mol: 249.97